Formula: C2H4N4
Source: the OMol25 dataset
Level of theory: the ωB97M-V functional and the def2-TZVPD basis

CARTESIAN COORDINATES (ANGSTROEM)
N -1.38914 -1.24734 0.09398
N 1.77444 0.08891 0.23433
N -1.74808 0.04699 -0.30185
N -0.15024 -1.29763 0.35657
C 0.41516 -0.07795 0.06973
C -0.56972 0.79030 -0.30363
H -2.29828 -0.08552 0.59198
H -0.50479 1.82422 -0.62339
H 2.27323 -0.78644 0.31927
H 2.20436 0.71844 -0.42487

Its total energy is -297.559580 hartree. The total charge is 0. The orbital gap comes out at 9.9 eV. As for the spin multiplicity: 1.

---

Formula: C2H4N4
Source: the OMol25 dataset
Level of theory: the ωB97M-V functional and the def2-TZVPD basis

CARTESIAN COORDINATES (ANGSTROEM)
N 0.09274 1.90806 -0.01038
N -0.03040 3.04797 0.00069
N -2.90394 -0.54751 -0.44524
N 0.05425 0.71842 -0.12178
C -3.00891 0.18611 0.40491
C 0.82825 -0.39738 0.39658
H 1.87716 -0.35414 -0.01038
H 0.41839 -1.41092 0.43934
H 1.06324 0.07147 1.41996
H -2.99424 0.80781 1.20785

Its total energy is -297.498997 hartree. The total charge is 0. The orbital gap comes out at 10.2 eV. As for the spin multiplicity: 1.

---

Formula: C2H4N4
Source: the OMol25 dataset
Level of theory: the ωB97M-V functional and the def2-TZVPD basis

CARTESIAN COORDINATES (ANGSTROEM)
N 1.62523 -0.59968 0.12368
N 0.46076 1.24279 0.03714
N 1.61005 0.59785 0.25609
N 0.24492 -1.04229 -0.41545
C -0.42889 0.24231 -0.48824
C -0.88349 -0.75479 0.48974
H -1.60785 -1.52085 0.42720
H 0.48802 2.05606 -0.57127
H -0.97855 0.41890 -1.30740
H -0.53020 -0.64031 1.44852

Its total energy is -297.493526 hartree. The total charge is 0. The orbital gap comes out at 10.3 eV. As for the spin multiplicity: 1.

---

Formula: C2H4N4O
Source: the OMol25 dataset
Level of theory: the ωB97M-V functional and the def2-TZVPD basis

CARTESIAN COORDINATES (ANGSTROEM)
O 0.80890 1.19388 1.98446
N -0.26455 -1.30253 -1.72630
N 0.94801 0.20361 -0.07518
N 0.39353 1.05930 -1.34002
N -1.03371 0.02196 1.20137
C 0.14416 0.46396 1.07320
C 0.19833 -0.17009 -1.18588
H -0.92959 -1.20483 -2.48030
H -1.43203 0.33328 2.08649
H -0.42985 -2.06837 -1.09002
H 1.67195 1.41512 1.60129

Its total energy is -372.797083 hartree. The total charge is 0. The orbital gap comes out at 10.3 eV. As for the spin multiplicity: 1.

---

Q: What is the orbital gap in the fourth record?
A: 10.3 eV

---

Q: Number 1 is which compound?
A: C2H4N4